Below is 2 unconnected molecules or ions with the total composition C4H11BS3 in a non-equilibrium geometry, with properties calculated with ωB97M-V with the def2-TZVPD basis set.

Computed properties:
E	-1378.3392	a.u.
ΔE to the lowest compared entry with this formula, charge and spin	53.0	kcal per mole
E_LUMO	-0.64	eV

Bonds (Å) are listed after each position.
Cartesian coordinates (Å):
1 B -1.10584 -1.35721 -1.43534  S6 1.723, S8 1.704
2 C 1.45827 0.26527 2.31128  C4 1.528, H9 1.158, H10 0.999, H11 1.130
3 C -2.31777 1.89500 0.16711  C5 1.496, H12 1.063, H13 1.099, H14 1.105
4 C 1.15431 -0.91539 1.38955  C2 1.528, S7 1.799, H15 1.209, H16 1.142
5 C -2.07514 1.52731 -1.26265  C3 1.496, S8 1.996, H17 1.011, H18 1.172
6 S -0.69724 -2.96808 -1.88992  B1 1.723, H19 1.296
7 S 1.26185 -0.29852 -0.29675  C4 1.799
8 S -2.50629 -0.39649 -1.57474  B1 1.704, C5 1.996
9 H 0.66100 1.04996 2.01248  C2 1.158
10 H 1.33072 0.06500 3.28202  C2 0.999
11 H 2.54550 0.56210 2.23571  C2 1.130
12 H -3.34562 1.89979 0.43671  C3 1.063
13 H -1.84364 1.21753 0.89106  C3 1.099
14 H -1.93397 2.91929 0.32193  C3 1.105
15 H 0.01323 -1.28485 1.53932  C4 1.209
16 H 1.85746 -1.80605 1.51980  C4 1.142
17 H -1.16400 1.75869 -1.63455  C5 1.011
18 H -2.69633 2.21922 -1.97627  C5 1.172
19 H -1.70402 -3.32710 -2.62361  S6 1.296